Record 1
C2H3N3O | the ωB97M-V functional and the def2-TZVPD basis

Summary:
Charge ... 0
SMILES ... C1=NN1.C1=NO1
HOMO energy ... -9.73 eV
Energy above the lowest of the compared OMol25 structures with the same formula, charge and spin ... 761.9 kJ/mol
LUMO energy ... 0.93 eV

Atoms and positions in Å:
O: 1.193 -2.116 1.758
N: -0.252 1.646 -0.144
N: 0.812 -1.027 0.707
N: -1.122 0.932 -1.329
C: 0.123 -1.378 1.673
C: 0.316 0.996 -1.031
H: -0.835 -1.164 2.073
H: 1.051 0.473 -1.641
H: -1.287 1.639 -2.067

Record 2
H64O32 | the ωB97M-V functional and the def2-TZVPD basis

Summary:
Charge ... 0
HOMO energy ... -10.56 eV
Energy above the lowest of the compared OMol25 structures with the same formula, charge and spin ... 96.4 kJ/mol
LUMO energy ... 0.08 eV

Atoms and positions in Å:
O: -4.682 -0.632 0.659
O: 3.221 3.616 -1.971
O: -1.803 -2.986 2.031
O: -0.032 0.635 5.111
O: 4.251 -0.554 -1.983
O: -1.631 -1.553 -5.355
O: -1.791 1.527 -4.888
O: -4.237 -4.500 -0.573
O: 1.744 -0.758 3.344
O: -1.022 3.496 -1.271
O: -3.001 1.316 1.864
O: -1.443 -2.386 -2.668
O: -4.308 -1.924 -1.711
O: 4.356 -2.184 3.762
O: 5.773 1.393 3.699
O: 2.669 0.834 -4.011
O: -1.205 0.303 0.039
O: 4.955 -0.921 1.402
O: 1.230 1.946 -0.793
O: 2.376 -0.333 0.390
O: -2.087 -0.840 3.952
O: -2.908 1.557 -2.130
O: 2.490 2.470 1.845
O: 1.901 -1.914 -2.289
O: 1.150 -1.434 -5.057
O: 0.921 3.418 4.222
O: -0.869 3.403 1.488
O: 0.062 0.251 -2.607
O: 0.230 -3.688 4.121
O: 0.236 -2.164 0.161
O: -1.429 6.086 -2.528
O: -5.762 -3.266 1.619
H: 3.535 -1.271 -2.082
H: 2.189 2.834 2.698
H: 3.401 0.408 -3.476
H: -4.339 -1.420 -0.939
H: 5.882 0.831 2.897
H: -0.706 3.794 0.592
H: 0.231 -1.538 -5.396
H: 5.021 -2.142 4.478
H: 1.216 0.959 -0.826
H: -2.294 -2.061 -2.368
H: -5.405 -3.796 0.828
H: 0.240 -2.511 -0.754
H: -2.587 2.172 1.930
H: -2.373 1.410 -4.114
H: 1.037 -1.779 0.454
H: -0.125 0.295 5.993
H: 5.044 -0.820 -2.448
H: 1.286 -1.150 -2.071
H: -4.247 -3.643 -1.020
H: 3.377 2.122 1.993
H: 5.746 -1.339 1.026
H: -0.699 0.852 -2.759
H: -0.812 4.273 -1.818
H: -0.767 0.191 4.689
H: 0.469 2.663 4.661
H: 3.260 -0.656 0.099
H: 0.798 -4.153 3.468
H: -0.113 3.617 2.054
H: 3.448 3.834 -1.103
H: 6.067 2.237 3.269
H: -4.564 -5.070 -1.286
H: 1.227 -1.554 3.235
H: -2.077 -1.702 3.520
H: -2.413 2.277 -1.705
H: 2.405 3.131 -1.825
H: -1.779 5.855 -3.366
H: -0.620 0.966 0.402
H: -0.630 -3.563 3.691
H: 4.726 -1.479 2.225
H: -2.011 -2.231 -5.915
H: -2.491 -0.244 3.325
H: -5.202 -1.299 1.152
H: -0.797 -1.644 -2.628
H: -0.208 2.895 -1.356
H: 3.061 1.694 -3.922
H: 2.456 -0.164 1.333
H: 0.600 4.184 4.710
H: -2.363 -3.701 1.660
H: -0.656 -0.480 0.184
H: 3.653 -1.516 3.943
H: -2.854 0.798 -1.499
H: -1.701 -1.921 -4.459
H: 1.564 2.266 0.034
H: -1.858 0.690 -5.442
H: 0.783 0.606 -3.174
H: 1.913 -2.003 -3.251
H: -1.169 -2.736 1.347
H: 1.556 -0.598 -5.400
H: -2.345 0.771 1.329
H: 1.272 0.039 3.695
H: -2.151 6.285 -1.932
H: -5.222 -3.506 2.409
H: -4.289 -0.084 1.334
H: -4.951 -1.393 -2.197

Record 3
C21H16F3N6O3OsS3 | the ωB97M-V functional and the def2-TZVPD basis

Summary:
Spin multiplicity ... 2
Expectation value of S² ... 0.757
Charge ... 0
HOMO energy (alpha / beta) ... -7.57 / -7.73 eV
Energy above the lowest of the compared OMol25 structures with the same formula, charge and spin ... 357.4 kJ/mol
LUMO energy (alpha / beta) ... -0.40 / -0.45 eV

Atoms and positions in Å:
Os: -1.128 0.420 -0.806
S: -3.557 1.764 -0.885
S: -1.033 0.621 -3.319
S: 1.166 -1.297 -0.418
F: -5.487 3.865 0.209
F: -4.614 4.869 -1.484
F: -4.847 5.893 0.388
O: 0.344 -2.462 -0.205
O: 1.162 -0.795 -1.780
O: -2.417 -1.259 -1.517
N: -2.026 -1.778 -2.648
N: -1.210 0.116 1.804
N: 6.605 -2.013 1.783
N: 0.801 -0.828 2.647
N: 0.596 -0.046 0.459
N: -1.360 2.659 0.120
C: -1.769 0.000 2.992
C: 0.225 -0.935 3.830
C: 0.075 -0.282 1.675
C: 3.021 -2.474 1.179
C: -1.031 4.683 1.318
C: -2.384 -3.047 -2.902
C: 5.136 -0.980 0.176
C: 3.875 -0.836 -0.365
C: 2.825 -1.584 0.138
C: -2.318 5.098 0.991
C: -3.136 4.262 0.254
C: -1.303 -2.976 -5.027
C: 4.278 -2.620 1.725
C: -1.073 -0.512 4.081
C: -0.592 3.462 0.835
C: -4.514 4.705 -0.157
C: -1.327 -1.051 -3.569
C: -2.052 -3.669 -4.076
C: 5.351 -1.862 1.243
C: -0.945 -1.676 -4.761
C: -2.644 2.996 -0.139
H: 4.435 -3.306 2.545
H: -2.800 0.321 3.073
H: -1.024 -3.452 -5.953
H: -1.518 -0.582 5.059
H: -0.382 5.317 1.897
H: -2.384 -4.677 -4.255
H: 6.654 -2.428 2.699
H: -2.677 6.065 1.309
H: 0.413 3.114 1.029
H: -0.373 -1.092 -5.460
H: -2.957 -3.514 -2.115
H: 2.174 -3.025 1.551
H: 0.845 -1.371 4.602
H: 7.254 -1.261 1.621
H: 5.961 -0.396 -0.210
H: 3.686 -0.145 -1.173

Record 4
C2H3N3O3 | the ωB97M-V functional and the def2-TZVPD basis

Summary:
Charge ... 0
SMILES ... N=C=N[N+](=O)[O-].C=O
HOMO energy ... -9.40 eV
Energy above the lowest of the compared OMol25 structures with the same formula, charge and spin ... 520.9 kJ/mol
LUMO energy ... -0.45 eV

Atoms and positions in Å:
O: 1.541 0.451 0.683
O: 0.333 0.150 -1.420
O: -0.133 1.066 1.948
N: 0.416 0.394 1.128
N: -0.300 -0.601 0.551
N: -2.599 -1.116 0.482
C: -1.514 -0.686 0.555
C: 1.509 0.339 -1.344
H: -3.455 -0.896 -0.020
H: 2.051 1.344 -1.409
H: 2.150 -0.445 -1.155

Record 5
CH5S3 | the ωB97M-V functional and the def2-TZVPD basis

Summary:
Charge ... -1
HOMO energy ... -3.15 eV
Energy above the lowest of the compared OMol25 structures with the same formula, charge and spin ... 40.3 kJ/mol
LUMO energy ... 3.58 eV

Atoms and positions in Å:
S: -0.426 -1.668 0.838
S: -1.012 0.314 0.824
S: 0.870 1.833 -1.367
C: 1.135 -1.836 -0.063
H: 0.467 1.479 -2.596
H: 1.592 -0.860 -0.207
H: 1.764 -2.441 0.589
H: 1.138 -2.281 -1.055
H: -0.022 0.845 -0.385

Record 6
C5H9NO2 | the ωB97M-V functional and the def2-TZVPD basis

Summary:
Charge ... 0
HOMO energy (alpha / beta) ... -7.80 / -8.05 eV
Energy above the lowest of the compared OMol25 structures with the same formula, charge and spin ... 695.7 kJ/mol
LUMO energy (alpha / beta) ... -0.25 / -0.50 eV

Atoms and positions in Å:
O: -0.219 1.528 1.519
O: -2.137 1.300 -0.288
N: 0.302 1.322 0.237
C: 1.477 -0.903 1.362
C: -0.551 -0.553 -0.610
C: 1.083 -0.293 0.231
C: -0.828 0.949 -0.618
C: -0.400 -1.256 -1.790
H: -0.494 -0.761 -2.748
H: 0.863 -0.932 2.253
H: 0.059 -2.234 -1.806
H: 2.475 -1.300 1.472
H: -2.261 1.278 0.668
H: 1.765 -0.291 -0.610
H: -1.077 -0.975 0.250
H: 0.565 1.708 2.061
H: -0.620 1.413 -1.584

Record 7
C20H43Cl2F5MnP2 | the ωB97M-V functional and the def2-TZVPD basis

Summary:
Spin multiplicity ... 5
Expectation value of S² ... 6.172
Charge ... -1
HOMO energy (alpha / beta) ... -2.42 / -2.42 eV
LUMO energy (alpha / beta) ... 1.95 / 2.75 eV

Atoms and positions in Å:
Mn: -0.647 0.353 0.585
Cl: 0.242 -1.208 1.857
Cl: -1.389 1.686 -1.080
P: -1.870 -1.520 -0.842
P: 1.212 2.047 0.966
F: 2.398 -1.085 -3.238
F: 1.362 -0.770 -1.317
F: 3.776 -3.265 -1.987
F: 2.546 -2.906 -0.188
F: 3.980 -1.393 -0.849
C: 0.972 4.570 2.196
C: -1.601 -3.365 -0.619
C: 3.475 0.787 2.101
C: 2.335 1.760 2.429
C: -4.627 -1.890 -0.679
C: -1.718 -3.806 0.843
C: 3.112 -2.338 -1.290
C: 1.518 1.276 3.632
C: -0.829 -0.870 -3.400
C: -0.211 -3.694 -1.179
C: 3.097 3.858 -0.261
C: 0.191 3.556 1.364
C: 2.004 -1.713 -2.114
C: -2.115 -1.282 -2.678
C: -1.172 3.227 2.005
C: -2.702 -2.509 -3.389
C: 3.185 1.565 -1.112
C: 2.242 2.610 -0.502
C: -3.488 -0.990 1.433
C: -3.501 -1.035 -0.108
H: -4.415 -2.964 -0.577
H: -3.557 -2.956 -2.870
H: -0.982 -0.944 -4.482
H: -1.919 -3.265 -3.531
H: 3.101 -0.118 1.604
H: 0.457 5.533 2.121
H: 3.770 3.982 -1.115
H: 0.001 -1.544 -3.144
H: 4.233 1.793 -0.883
H: -0.531 0.155 -3.163
H: -5.547 -1.673 -0.127
H: -1.083 2.453 2.781
H: -2.373 -3.882 -1.222
H: -3.039 -2.190 -4.382
H: 0.006 3.962 0.355
H: -1.038 -3.200 1.452
H: -1.669 0.760 1.769
H: 0.817 2.030 4.009
H: 1.999 4.720 1.847
H: -2.475 -1.062 1.868
H: 4.247 1.249 1.475
H: -4.813 -1.655 -1.732
H: -2.736 -3.713 1.233
H: -4.089 -1.801 1.861
H: 3.956 0.478 3.039
H: 2.978 0.533 -0.780
H: -1.582 4.129 2.476
H: 2.514 4.777 -0.170
H: -3.922 -0.036 1.762
H: -1.884 2.888 1.243
H: -3.600 0.001 -0.481
H: 2.202 0.990 4.442
H: 3.728 3.727 0.630
H: -1.412 -4.855 0.925
H: 1.437 2.814 -1.232
H: 2.767 2.750 2.656
H: 3.097 1.581 -2.202
H: -0.204 -3.841 -2.264
H: 0.189 -4.602 -0.708
H: -2.828 -0.441 -2.712
H: 0.951 0.379 3.346
H: 0.481 -2.882 -0.953
H: 0.990 4.282 3.255

Record 8
C23H35N5NiO4PS2 | the ωB97M-V functional and the def2-TZVPD basis

Summary:
Spin multiplicity ... 2
Expectation value of S² ... 0.755
Charge ... 0
HOMO energy (alpha / beta) ... -6.47 / -5.85 eV
Energy above the lowest of the compared OMol25 structures with the same formula, charge and spin ... 44.5 kJ/mol
LUMO energy (alpha / beta) ... 0.59 / 0.59 eV

Atoms and positions in Å:
Ni: 0.449 0.586 -0.202
S: 2.046 1.613 1.142
S: 0.917 2.222 -1.862
P: 2.519 2.180 -0.686
O: -1.593 0.130 -1.032
O: 3.484 3.435 -0.857
O: 3.437 0.976 -1.309
O: 1.056 -1.412 -0.947
N: -0.849 -0.335 -3.124
N: 2.387 -4.287 0.434
N: 1.625 -3.611 -0.523
N: -0.932 0.041 1.619
N: -3.021 0.419 -2.754
C: -0.569 -0.900 2.584
C: 2.720 -3.346 1.391
C: 1.579 -2.256 -0.221
C: -3.345 0.533 -4.158
C: 0.458 -1.472 4.688
C: 1.906 -5.744 -3.527
C: 2.214 -5.145 -2.315
C: -0.342 -3.207 3.248
C: 2.295 -2.120 1.025
C: -0.761 -2.260 2.331
C: -0.069 -4.395 -3.695
C: 0.036 -0.514 3.779
C: 0.759 -5.381 -4.216
C: 3.240 4.984 -2.710
C: 1.355 -4.190 -1.780
C: 3.461 -3.764 2.611
C: 0.216 -3.799 -2.478
C: 5.150 -0.653 -0.980
C: 0.277 -2.824 4.431
C: 4.759 0.796 -0.796
C: -1.800 0.101 -2.250
C: 1.893 -5.595 0.847
C: 3.987 3.789 -2.161
H: 0.933 -1.155 5.608
H: -1.231 -2.562 1.401
H: -2.887 -0.283 -4.715
H: -0.956 -4.090 -4.236
H: 1.539 -6.134 -0.026
H: -0.424 -3.030 -2.071
H: 2.575 -6.488 -3.938
H: 5.446 1.452 -1.340
H: 3.764 -2.882 3.170
H: -0.853 0.034 -4.061
H: 4.792 1.073 0.262
H: 3.906 2.929 -2.828
H: 1.074 -5.511 1.567
H: 2.713 -6.155 1.291
H: -4.423 0.446 -4.283
H: -1.022 0.991 1.947
H: 3.124 -5.401 -1.787
H: -3.023 1.484 -4.591
H: 2.432 -1.185 1.542
H: -1.696 -0.230 1.017
H: 4.535 -1.298 -0.352
H: 0.192 0.539 3.980
H: -3.640 0.830 -2.076
H: 3.440 5.875 -2.115
H: 4.349 -4.340 2.347
H: 6.199 -0.796 -0.713
H: 0.612 -3.568 5.143
H: 5.043 4.016 -2.017
H: 0.513 -5.860 -5.154
H: 5.011 -0.951 -2.020
H: 2.835 -4.378 3.261
H: 3.555 5.171 -3.738
H: -0.505 -4.258 3.038
H: 2.169 4.789 -2.703
H: 0.072 -0.386 -2.701